(1)
C19H22NO4S3 | ωB97M-V/def2-TZVPD

The geometry in XYZ format:
```
49
Properties=species:S:1:pos:R:3:nbo_charge:R:1
S -0.785 3.850 1.822 -0.24
S 1.083 -1.581 2.018 2.33
S -0.564 1.613 -0.089 -0.04
O -2.622 2.001 1.453 -0.53
O 4.946 2.505 -3.240 -0.51
O 2.280 -2.248 2.466 -0.97
O 0.212 -0.940 2.976 -0.97
N 1.364 -0.614 0.760 -0.94
C -4.751 2.055 2.451 -0.62
C -1.395 2.479 1.117 0.02
C -3.592 2.935 2.025 0.08
C 4.109 1.996 -2.292 0.29
C -1.105 -2.550 0.667 -0.12
C 2.404 0.491 -1.480 -0.11
C 1.281 0.729 0.677 0.08
C 0.152 -2.875 1.180 -0.34
C 0.675 -4.164 1.016 -0.18
C -4.066 3.962 1.028 -0.64
C 3.172 2.295 -0.070 -0.17
C -1.867 -3.536 0.043 -0.23
C -0.092 -5.140 0.376 -0.24
C -2.268 -5.904 -0.686 -0.63
C 3.263 0.875 -2.510 -0.32
C 4.932 1.963 -4.579 -0.25
C 4.087 2.667 -1.043 -0.27
C 2.312 1.215 -0.295 -0.10
C -1.385 -4.845 -0.080 -0.03
H 5.263 0.919 -4.582 0.18
H -1.747 -6.863 -0.734 0.21
H -2.586 -5.624 -1.697 0.21
H 4.779 3.492 -0.891 0.21
H 1.134 1.315 1.605 0.21
H -1.482 -1.534 0.763 0.24
H 1.794 -0.408 -1.568 0.23
H -5.568 2.657 2.872 0.20
H -4.875 4.554 1.480 0.20
H -4.469 3.463 0.134 0.21
H -3.177 -6.033 -0.086 0.21
H -5.132 1.495 1.585 0.21
H 1.672 -4.398 1.383 0.24
H -3.267 4.652 0.725 0.24
H 5.653 2.587 -5.104 0.19
H 3.140 2.804 0.894 0.22
H -2.860 -3.289 -0.337 0.20
H 3.944 2.056 -5.045 0.18
H -4.428 1.322 3.197 0.22
H -3.146 3.427 2.907 0.21
H 3.270 0.320 -3.451 0.21
H 0.306 -6.149 0.240 0.20
```

Calculated values
Charge: -1
Frontier orbital gap in Ha: 0.2715
Energy in eV: -62245.9139
Structure (SMILES): COc1ccc([C@H](N=[S@](=O)([O-])c2ccc(C)cc2)SC(=S)OC(C)C)cc1
2S+1: 1
Highest occupied orbital energy in eV: -4.69


(2)
C19H22O5S | ωB97M-V/def2-TZVPD

The geometry in XYZ format:
```
47
Properties=species:S:1:pos:R:3:nbo_charge:R:1
S -2.527 3.426 -0.531 0.23
O 0.362 -3.178 -3.040 -0.73
O 0.993 -1.779 0.409 -0.48
O 0.945 -4.176 -0.804 -0.65
O 5.245 3.302 -0.728 -0.74
O -0.643 -0.759 1.151 -0.51
C -4.990 -0.016 -0.746 -0.18
C -2.219 0.751 -1.042 -0.22
C -0.925 2.618 -0.639 -0.29
C 0.373 0.657 -0.923 -0.26
C -2.632 -0.372 -0.997 -0.10
C -4.047 -0.945 -0.954 -0.22
C 0.277 -0.757 -1.732 -0.06
C 4.800 1.808 -0.403 -0.06
C 2.653 0.543 -0.012 -0.40
C -1.108 -1.621 2.081 -0.07
C -1.007 1.278 -0.782 -0.04
C 0.643 -0.800 1.116 0.34
C 3.189 1.927 -0.303 -0.45
C 0.524 -1.768 -0.809 0.13
C 0.543 -3.136 -1.454 0.74
C -4.550 1.465 -0.549 -0.26
C 1.065 0.415 0.474 -0.22
C -1.001 -1.416 3.667 -0.59
C -3.262 1.703 -0.770 -0.02
H 5.256 1.559 0.560 0.19
H -6.129 -0.023 -0.574 0.22
H -1.534 -2.276 4.170 0.22
H -1.956 -1.334 -0.956 0.22
H -0.818 -2.619 1.741 0.16
H 0.844 -5.224 -1.280 0.55
H 5.039 1.001 -1.330 0.21
H 4.993 3.836 -0.156 0.44
H -0.107 -1.452 3.775 0.18
H -0.260 3.401 -0.449 0.23
H 0.071 -0.683 -2.708 0.24
H 2.931 2.558 0.734 0.20
H 0.979 1.508 0.859 0.24
H -2.166 -1.464 1.814 0.19
H 2.963 -0.337 -0.639 0.23
H 2.788 2.285 -1.249 0.23
H -5.223 2.130 -0.234 0.21
H 1.212 -0.965 2.033 0.17
H 0.902 1.185 -1.694 0.23
H -4.353 -1.858 -1.068 0.20
H 3.108 0.098 1.106 0.17
H -1.241 -0.493 3.866 0.20
```

Calculated values
ΔE to the lowest compared entry with this formula, charge and spin in kJ/mol: 1553.3
Frontier orbital gap in Ha: 0.2831
Energy in eV: -41116.8900
Structure (SMILES): CCO[C@H]1OC(C(=O)O)=C[C@@H](c2csc3ccccc23)[C@@H]1CCCO
2S+1: 1
Highest occupied orbital energy in eV: -7.89


(3)
C19H23BNO4PS | ωB97M-V/def2-TZVPD

The geometry in XYZ format:
```
50
Properties=species:S:1:pos:R:3:nbo_charge:R:1
S -5.671 4.333 0.375 -0.56
P -5.779 2.871 -0.885 1.00
O -3.420 1.171 1.195 -0.49
O -1.508 1.729 -1.512 -0.93
O -1.318 4.124 -1.317 -0.91
O -2.757 2.991 0.192 -0.69
N -4.638 1.595 -0.645 -1.01
C -8.169 -0.110 1.604 -0.21
C 4.021 0.388 -2.847 -0.23
C -7.677 -1.954 3.065 -0.21
C -6.321 -1.675 2.958 -0.23
C 3.189 1.247 -2.140 -0.16
C 9.275 -2.192 -0.230 -0.21
C 6.679 -2.120 0.750 -0.22
C 2.617 0.831 -0.945 -0.25
C 7.397 -3.308 0.775 -0.20
C 2.873 -0.445 -0.459 -0.20
C 8.553 -1.006 -0.263 -0.21
C 4.284 -0.884 -2.357 -0.21
C -5.887 -0.617 2.169 -0.15
C 8.697 -3.344 0.287 -0.22
C -6.812 0.167 1.494 -0.23
C 7.255 -0.969 0.230 -0.21
C -3.591 1.899 0.305 0.92
C 3.707 -1.302 -1.164 -0.22
C -8.602 -1.173 2.385 -0.22
B -1.877 2.918 -0.889 1.28
H 6.944 -4.207 1.176 0.21
H 2.987 2.241 -2.521 0.21
H 9.003 -0.109 -0.672 0.21
H 3.909 -2.296 -0.785 0.22
H 10.290 -2.219 -0.608 0.21
H 5.667 -2.091 1.135 0.21
H 2.421 -0.772 0.470 0.21
H -9.660 -1.392 2.465 0.21
H 1.970 1.502 -0.391 0.20
H -7.102 2.349 -0.829 -0.01
H -2.054 4.714 -1.539 0.50
H 4.466 0.712 -3.780 0.21
H -6.481 0.998 0.878 0.19
H -4.831 -0.403 2.081 0.22
H -8.892 0.505 1.079 0.20
H 9.259 -4.269 0.310 0.21
H -5.608 3.384 -2.200 -0.04
H -8.014 -2.781 3.678 0.21
H 6.693 -0.043 0.208 0.22
H -4.274 1.205 -1.515 0.43
H 4.939 -1.551 -2.904 0.22
H -0.552 1.643 -1.355 0.51
H -5.600 -2.284 3.489 0.21
```

Calculated values
Frontier orbital gap in Ha: 0.3354
Energy in eV: -50559.6637
Structure (SMILES): O=C(N[PH2]=S)OB(O)O.c1ccccc1.c1ccccc1.c1ccccc1
2S+1: 1
Highest occupied orbital energy in eV: -9.13


(4)
C19H23BrN2O3S | ωB97M-V/def2-TZVPD

The geometry in XYZ format:
```
49
Properties=species:S:1:pos:R:3:nbo_charge:R:1
Br 1.158 -3.732 -0.915 0.06
S -1.987 1.786 -1.918 2.34
O -1.972 2.060 -3.325 -0.94
O -3.244 1.704 -1.235 -0.94
O -0.474 -2.529 3.489 -0.50
N -1.083 2.939 -1.163 -0.69
N 1.265 2.752 0.682 -0.46
C 1.353 3.009 -1.749 -0.42
C 0.219 -2.111 -1.211 -0.05
C 1.680 -0.194 1.773 -0.19
C 0.549 -1.336 -2.312 -0.25
C 2.004 2.292 1.847 -0.22
C 2.026 3.313 -0.408 -0.20
C -0.786 -1.742 -0.331 -0.26
C 0.098 -1.330 3.186 0.28
C 1.073 -1.358 2.187 -0.20
C -1.462 -0.554 -0.554 -0.13
C -1.163 2.937 0.282 -0.21
C -0.220 -0.117 3.784 -0.31
C -1.127 0.231 -1.640 -0.35
C 0.419 1.042 3.373 -0.19
C -0.137 -0.154 -2.525 -0.18
C -1.439 -2.576 4.512 -0.25
C 1.363 1.028 2.360 -0.05
C 0.069 3.504 0.985 -0.23
C -0.046 3.619 -1.893 -0.23
H -0.954 -0.059 4.572 0.22
H 0.064 0.463 -3.387 0.24
H 1.281 1.927 -1.862 0.21
H 1.323 -1.658 -2.992 0.23
H 1.982 3.401 -2.550 0.21
H 0.172 1.971 3.867 0.21
H 3.021 2.862 -0.414 0.20
H -2.047 3.512 0.584 0.20
H 2.422 -0.230 0.988 0.21
H -1.739 -3.620 4.585 0.20
H -0.362 3.560 -2.936 0.25
H -1.023 -2.252 5.471 0.18
H 2.152 4.407 -0.304 0.16
H -0.029 4.674 -1.601 0.19
H 3.030 2.074 1.546 0.21
H -2.270 -0.244 0.089 0.24
H 1.341 -2.312 1.762 0.22
H -2.314 -1.965 4.269 0.18
H 0.191 4.565 0.720 0.18
H -0.134 3.453 2.057 0.21
H -1.038 -2.373 0.507 0.24
H -1.301 1.904 0.613 0.21
H 2.038 3.055 2.642 0.18
```

Calculated values
ΔE to the lowest compared entry with this formula, charge and spin in kJ/mol: 0.0
Frontier orbital gap in Ha: 0.3326
Energy in eV: -110075.8495
Structure (SMILES): COc1ccc(CN2CCCN(S(=O)(=O)c3ccc(Br)cc3)CC2)cc1
2S+1: 1
Highest occupied orbital energy in eV: -8.44


(5)
C19H23Cl2GdNS | ωB97M-V/def2-TZVPD

The geometry in XYZ format:
```
47
Properties=species:S:1:pos:R:3:lowdin_spin:R:1
Gd 0.229 0.144 -1.746 7.30
Cl 1.734 2.233 -1.445 -0.01
Cl -1.302 -1.758 -2.561 -0.01
S -2.030 2.193 0.174 0.01
N -1.284 0.816 -0.133 0.00
C -3.314 2.289 -1.057 0.00
C -3.185 2.449 4.086 0.00
C -4.465 2.136 1.630 0.00
C 3.814 -1.306 1.012 0.00
C 1.124 -2.171 1.373 0.01
C -3.722 1.146 -1.735 0.00
C 2.751 -0.991 -0.071 0.00
C 1.928 -1.948 2.623 0.00
C -5.503 2.420 -2.771 0.00
C -5.222 2.349 2.782 0.00
C -4.586 2.502 4.020 0.00
C 1.441 -1.724 0.188 0.01
C -2.431 2.277 2.924 0.00
C -4.837 1.204 -2.579 0.00
C -0.196 1.224 -3.561 -0.29
C 3.326 -1.337 2.446 0.00
C -5.059 3.578 -2.127 0.00
C -3.064 2.140 1.675 0.00
C -3.958 3.522 -1.276 0.00
H -1.568 0.102 0.544 0.00
H -3.162 0.220 -1.616 0.00
H 0.173 -2.702 1.530 0.00
H 0.887 -2.018 -0.740 0.00
H -5.172 0.300 -3.081 0.00
H -4.976 2.001 0.677 0.00
H 4.040 -1.937 3.034 0.00
H -0.959 1.036 -4.343 -0.02
H 2.024 -2.913 3.140 0.00
H 3.190 -1.254 -1.047 0.00
H -3.594 4.404 -0.752 0.00
H -6.311 2.404 2.713 0.00
H 3.314 -0.321 2.857 0.00
H 1.338 -1.284 3.280 0.00
H 2.609 0.106 -0.053 0.00
H -5.568 4.531 -2.285 0.00
H -6.371 2.466 -3.428 0.00
H -2.688 2.559 5.052 0.00
H -1.342 2.271 2.969 0.00
H 4.660 -0.617 0.911 0.00
H 0.461 2.034 -3.907 -0.02
H -5.176 2.667 4.918 0.00
H 4.246 -2.283 0.811 0.00
```

Calculated values
Charge: -1
ΔE to the lowest compared entry with this formula, charge and spin in kJ/mol: 63.5
Frontier orbital gap (alpha / beta) in Ha: 0.1320 / 0.1475
Energy in eV: -78279.7496
2S+1: 8
Highest occupied orbital energy (alpha / beta) in eV: -1.29 / -1.71


Question: The lowest energy belongs to which entry?
Answer: C19H23BrN2O3S


Question: The highest 2S+1 belongs to which entry?
Answer: C19H23Cl2GdNS


Question: Among the records above, which one has the highest energy?
Answer: C19H22O5S